Record 1
{"formula": "C31H55ClF6N10O5S", "method": "ωB97M-V/def2-TZVPD", "symbols": ["Cl", "S", "F", "F", "F", "F", "F", "F", "O", "O", "O", "O", "O", "N", "N", "N", "N", "N", "N", "N", "N", "N", "N", "C", "C", "C", "C", "C", "C", "C", "C", "C", "C", "C", "C", "C", "C", "C", "C", "C", "C", "C", "C", "C", "C", "C", "C", "C", "C", "C", "C", "C", "C", "C", "H", "H", "H", "H", "H", "H", "H", "H", "H", "H", "H", "H", "H", "H", "H", "H", "H", "H", "H", "H", "H", "H", "H", "H", "H", "H", "H", "H", "H", "H", "H", "H", "H", "H", "H", "H", "H", "H", "H", "H", "H", "H", "H", "H", "H", "H", "H", "H", "H", "H", "H", "H", "H", "H", "H"], "coordinates": [[-1.243594, 0.331136, -0.843605], [-2.618246, -7.530545, -0.608092], [-1.455277, -1.553776, 3.728725], [-2.123383, -4.323360, 4.205687], [1.404384, -1.465894, 2.214360], [0.556729, -0.120210, 3.949522], [0.465665, 0.824951, 1.810029], [-2.278233, -0.100412, 2.094641], [-6.639431, -2.148487, 2.832283], [5.279281, -6.365684, -3.644783], [0.272174, 3.422444, -2.815260], [3.724951, 6.062182, -0.802584], [-2.530369, 4.870866, 1.166720], [-1.652525, -6.417768, -1.574625], [-8.064578, -0.541878, 2.176989], [4.269128, 7.300121, 0.989906], [1.778207, -5.700847, -2.600154], [5.925069, -6.582771, -5.784286], [-1.986190, 6.108805, 2.959210], [1.347803, 5.393023, -2.853768], [-2.857859, -6.451245, 0.776816], [2.193108, -3.658972, -1.345574], [2.382512, -3.727995, -3.891529], [-1.287246, -2.386514, 1.215304], [0.708104, -0.807459, -2.323526], [-4.645356, -3.079420, 4.851290], [-0.402401, 5.023900, -1.167436], [1.664375, 6.735588, -2.428750], [-2.972165, -4.078439, 2.980301], [1.140528, 0.806207, -2.457254], [-1.567355, 6.355887, 4.318205], [-0.686679, -3.709550, -1.299303], [4.088253, 6.098371, 0.370971], [-8.557531, 0.805718, 2.021048], [-4.190242, -2.966901, 3.268622], [6.805209, -4.709049, -4.458503], [1.612931, -4.167019, -2.659821], [-2.189678, -5.109613, 0.596125], [-6.019014, 0.098622, 3.380570], [-2.116190, -3.785712, 1.618964], [4.346241, 4.849414, 1.166740], [-1.470222, -5.112594, -0.832480], [0.120604, -0.991371, -0.831087], [5.947766, -5.937457, -4.583014], [6.634072, -6.238007, -6.993332], [-1.909079, 3.658098, 3.136043], [4.687963, 7.547204, 2.348901], [-6.914568, -0.951579, 2.784954], [-1.213176, -1.156009, 2.287880], [0.303859, -0.476822, 2.496580], [0.417716, 4.543004, -2.331842], [-0.033777, -3.893128, -2.787052], [-2.167066, 4.907054, 2.340275], [-0.596597, -2.348639, -0.330235], [2.853969, -2.805569, -3.767586], [-0.649597, 6.949938, 4.287445], [-0.866925, 3.633184, 3.465172], [5.326167, -7.400364, -5.792092], [-9.538448, 0.865566, 2.501004], [2.808065, -5.951394, -2.601775], [6.468191, -3.945046, -5.164165], [2.049847, 0.843807, -3.229919], [-5.677483, 0.784585, 2.600927], [0.286731, 1.455066, -2.956965], [5.605722, 8.141255, 2.318141], [-0.175428, -0.931481, -3.089907], [1.056724, 7.061529, -1.583420], [-5.131634, -3.288304, 2.608709], [-1.386534, 5.435192, 4.874694], [-8.615694, -1.304361, 1.800034], [-3.600314, -5.094670, 2.909624], [4.868784, 6.626508, 2.905390], [1.681227, -1.393485, -2.593912], [1.433861, -6.061021, -1.667429], [2.721619, 6.762591, -2.150129], [4.160380, 3.971614, 0.541336], [-5.142933, -0.378413, 3.829039], [1.044315, -0.657952, -0.151199], [6.721334, -4.304850, -3.445690], [1.860676, 5.000091, -3.634645], [-3.872914, -2.522352, 5.532814], [-2.094939, 2.780298, 2.510640], [-1.099435, 4.238705, -0.861136], [7.852165, -4.963719, -4.643051], [-6.552832, 0.645106, 4.162640], [-3.907282, -1.882483, 2.935134], [-0.418392, -4.885651, -3.334182], [7.248677, -5.344126, -6.878015], [3.673179, 4.808988, 2.027317], [-2.582139, 3.617671, 3.996621], [-0.980753, 5.905482, -1.456507], [1.501348, 1.208975, -1.419320], [-2.178759, 6.903998, 2.361057], [-5.718397, -2.658282, 5.065342], [5.896368, -6.074185, -7.783961], [5.388394, 4.824501, 1.495868], [-8.669992, 1.003941, 0.951382], [0.249789, 5.255965, -0.321372], [-0.295961, -3.047280, -3.563084], [-2.351474, 6.934444, 4.814761], [2.754540, -4.461761, -0.936715], [-7.891091, 1.548986, 2.460897], [3.903844, 8.125760, 2.845457], [1.500571, 7.407036, -3.276372], [2.930424, -2.918602, -1.529007], [-4.667148, -4.223321, 5.152418], [3.184882, -4.399885, -4.086864], [4.076559, 8.095316, 0.391753], [7.269550, -7.085013, -7.266959]], "forces_ev_per_a": [[0.956, -1.177, 0.611], [2.140, 6.766, 1.512], [0.370, 0.480, -4.505], [-1.288, 0.886, -2.741], [-3.850, 3.640, 0.426], [-0.948, -1.139, -4.917], [-0.208, -4.683, 1.910], [3.491, -2.990, 0.355], [-1.015, 1.038, -0.088], [0.159, 0.327, -0.270], [-0.129, 0.802, 0.090], [0.836, -0.324, 1.140], [0.165, 0.007, 0.674], [-0.277, 3.279, 3.286], [0.574, -0.290, 0.305], [-0.147, -0.575, -0.430], [0.421, 0.652, 0.730], [-0.038, 0.309, 0.737], [-0.068, -0.423, -0.334], [-0.632, -0.632, 0.230], [1.976, 2.966, -1.373], [1.643, -0.003, -0.713], [0.703, -0.466, 0.725], [-1.670, -4.466, -1.376], [-0.311, 1.612, -0.548], [0.281, -0.332, -0.038], [-0.195, -0.247, 0.058], [0.460, 0.279, -0.722], [-1.475, -0.171, 0.721], [0.415, -0.839, -1.232], [-0.067, 0.454, -0.161], [-0.883, 0.715, 1.718], [-0.159, 0.325, -0.638], [-0.368, -0.216, -0.245], [0.003, -0.882, 0.031], [0.071, 0.208, 0.183], [0.792, -1.611, 0.441], [0.460, -2.015, -2.414], [0.236, 0.025, 0.154], [1.293, 0.811, -1.154], [-0.041, -0.271, -0.038], [-1.164, -0.645, 1.373], [0.800, -0.182, -0.438], [-0.529, -0.646, 0.201], [-0.218, -0.393, -0.200], [-0.022, -0.268, -0.056], [-0.037, 0.471, -0.117], [-0.312, -0.777, -0.250], [-1.278, 0.232, 2.280], [2.373, 1.650, 1.990], [0.391, -0.158, -0.549], [0.399, -0.312, -0.373], [-0.308, 0.204, -0.928], [-1.162, -3.869, -0.358], [-0.836, -0.938, 0.088], [-0.007, -0.073, 0.333], [-0.129, -0.057, 0.158], [0.141, 0.209, -0.007], [0.063, 0.316, -0.062], [-1.401, 0.629, -0.114], [0.213, -0.038, -0.020], [-1.801, -0.027, 1.765], [-0.064, 0.087, 0.156], [2.008, -1.594, 1.643], [-0.025, -0.087, 0.321], [1.996, -0.185, 1.444], [0.072, -0.183, -0.149], [2.693, 0.516, 1.437], [-0.066, 0.140, -0.210], [0.144, 0.208, 0.091], [1.965, 2.118, -0.297], [-0.066, 0.144, -0.211], [-2.247, 0.636, 0.781], [0.182, 0.717, -1.421], [-0.687, 0.372, -0.171], [-0.001, 0.318, 0.043], [-0.285, 0.043, -0.132], [-2.507, -0.741, -1.001], [-0.068, -0.222, -0.215], [-0.100, 0.117, 0.255], [-1.428, -1.180, -1.270], [0.034, 0.286, 0.036], [0.217, 0.189, -0.139], [-0.076, 0.170, -0.111], [0.078, 0.120, -0.141], [-0.376, -2.153, 0.790], [0.616, 2.145, 1.719], [-0.164, -0.185, 0.073], [0.203, -0.039, 0.050], [0.205, -0.031, 0.063], [0.098, 0.006, 0.206], [-0.808, -0.527, -2.051], [0.041, -0.210, 0.168], [2.171, -0.714, -0.742], [0.282, 0.107, -0.130], [-0.141, -0.023, 0.152], [-0.038, 0.306, 0.139], [-0.120, 0.162, -0.040], [0.771, -1.433, 1.979], [0.202, -0.076, 0.266], [-1.000, 1.384, -0.694], [-0.075, -0.240, -0.074], [0.201, -0.081, 0.254], [-0.172, 0.219, 0.141], [-1.309, -1.067, 0.209], [0.156, 2.365, -0.561], [-1.540, 0.893, 0.558], [0.073, -0.192, 0.174], [0.101, 0.241, -0.203]], "lowdin_charge": [0.612, 0.890, -0.015, -0.123, 0.018, -0.002, 0.005, -0.047, -0.021, 0.007, -0.019, 0.000, 0.019, -0.304, 0.003, 0.004, 0.022, 0.002, -0.003, 0.018, -0.301, 0.029, 0.045, 0.062, -0.280, -0.118, -0.012, -0.101, -0.208, -0.177, -0.086, 0.004, -0.514, -0.082, -0.193, -0.015, -0.559, -0.152, 0.001, 0.071, -0.005, -0.175, -0.550, -0.551, -0.081, -0.004, -0.081, -0.509, -0.140, -0.131, -0.517, -0.105, -0.538, -0.044, 0.057, 0.081, 0.087, 0.146, 0.083, 0.065, 0.086, 0.087, 0.092, 0.056, 0.085, 0.110, 0.079, 0.116, 0.077, 0.144, 0.148, 0.077, 0.081, 0.078, 0.041, 0.089, 0.066, 0.122, 0.086, 0.144, 0.081, 0.078, 0.073, 0.087, 0.090, 0.084, 0.120, 0.076, 0.087, 0.087, 0.089, 0.079, 0.142, 0.073, 0.086, 0.087, 0.085, 0.082, 0.107, 0.083, 0.085, 0.077, 0.084, 0.079, 0.076, 0.089, 0.073, 0.146, 0.085], "multiplicity": 1, "homo_energy_ev": -8.0, "smiles": "CC[C@@H](Cl)c1c(C(F)(F)C(F)(F)F)c([C@@H](F)CC)c2nsnc2c1CC(N)(N)N.CNC(C)=O.CNC(C)=O.CNC(C)=O.CNC(C)=O.CNC(C)=O", "fmax_ha_per_bohr": 0.1411}


Record 2
{"formula": "C31H55ClN11OP", "method": "ωB97M-V/def2-TZVPD", "symbols": ["Cl", "P", "O", "N", "N", "N", "N", "N", "N", "N", "N", "N", "N", "N", "C", "C", "C", "C", "C", "C", "C", "C", "C", "C", "C", "C", "C", "C", "C", "C", "C", "C", "C", "C", "C", "C", "C", "C", "C", "C", "C", "C", "C", "C", "C", "H", "H", "H", "H", "H", "H", "H", "H", "H", "H", "H", "H", "H", "H", "H", "H", "H", "H", "H", "H", "H", "H", "H", "H", "H", "H", "H", "H", "H", "H", "H", "H", "H", "H", "H", "H", "H", "H", "H", "H", "H", "H", "H", "H", "H", "H", "H", "H", "H", "H", "H", "H", "H", "H", "H"], "coordinates": [[-3.528261, -8.006674, 0.594486], [-1.672198, -5.224456, -1.977183], [-2.572881, -3.835244, -2.015034], [-7.382587, -6.101057, -2.080051], [0.840690, 2.421721, -5.735028], [-3.707477, -4.472994, 0.884998], [-1.168629, 8.402090, -0.654990], [1.131021, 3.902831, -0.029047], [0.151402, -1.498213, -1.610227], [-1.282989, -8.783135, -1.755609], [-6.760121, -5.160759, -0.064413], [-5.576826, -4.627713, -2.101717], [2.929689, -0.615505, 3.219872], [0.912648, 0.579819, 6.496883], [0.412595, -0.750040, 1.781401], [-0.682088, -5.101934, -0.435499], [-2.837808, -6.686882, -1.748420], [1.091423, 9.101354, 2.307768], [-0.208324, 2.659747, -3.004793], [0.666583, -1.106020, -0.662629], [3.422590, 0.420542, 3.177251], [2.435042, 4.793078, -7.733527], [6.416386, 0.848712, 2.853914], [-6.207702, -5.663394, -1.306317], [1.371376, 3.413307, -5.961480], [4.044157, 1.740562, 3.121544], [5.323030, 1.741422, 2.277233], [2.054318, 4.672209, -6.254415], [-1.987372, -7.860817, -1.680715], [-3.785899, -5.436562, 0.257503], [-3.890445, -6.634261, -0.552702], [-5.318633, -6.911309, -1.079058], [-0.385443, 7.836953, -0.035382], [1.433535, -0.415088, 6.259755], [2.095213, -1.682809, 5.964397], [0.856670, 3.095604, -0.797960], [1.070235, -2.942109, 7.932688], [0.673438, 7.638472, 2.203994], [-1.541512, 3.316496, -2.660352], [0.495751, 2.072566, -1.777196], [1.272429, -2.892475, 6.421945], [3.430013, 3.727470, -8.179109], [0.618712, 7.131784, 0.759383], [-0.901910, 0.020315, 1.685298], [1.296906, -0.579583, 0.546276], [-2.019325, 3.697425, -3.562764], [0.502764, -3.829533, 8.213076], [-1.484819, -0.109485, 2.596388], [1.531502, 0.478137, 0.398442], [-6.164017, -4.427490, 0.302099], [6.683527, 1.161041, 3.865014], [5.692735, 2.765746, 2.216704], [-5.307842, -7.470344, -2.005121], [0.964739, -0.401101, 2.650120], [-1.165959, -4.374107, 0.207990], [1.538465, 4.736303, -8.352821], [1.386678, 7.024074, 2.756148], [3.076994, -1.701492, 6.442366], [-7.714930, -6.977948, -1.699959], [-2.700559, -3.663859, -2.948457], [-5.821150, -7.528793, -0.346570], [2.075292, 9.259523, 1.861575], [1.596172, 7.242025, 0.287042], [0.518528, -2.070782, 8.288563], [2.244847, -1.095937, 0.703544], [-7.599825, -4.672058, -0.354479], [-0.633263, -6.060865, 0.067387], [3.690951, 3.865797, -9.227891], [1.788887, -3.799189, 6.102154], [0.379068, 9.755034, 1.802392], [-1.410965, 4.157580, -1.975988], [2.263950, -1.742190, 4.889863], [0.300253, -2.888008, 5.925545], [0.386286, 6.067969, 0.756188], [3.014068, 2.724793, -8.071111], [0.198510, -1.808890, 1.944805], [0.314773, -4.773980, -0.680397], [-5.055164, -3.976921, -1.537059], [-2.221812, 2.601026, -2.193938], [-3.367671, -6.794337, -2.684413], [1.397215, 5.498388, -5.976955], [2.871425, 5.779794, -7.896537], [6.100016, -0.194949, 2.892054], [4.349126, 3.780459, -7.592526], [-5.018256, -4.999819, -2.853281], [1.140972, 9.411015, 3.351814], [0.436341, 3.383277, -3.489604], [-0.298723, 7.503747, 2.681231], [-0.379307, 1.859547, -3.717223], [2.028657, -2.975429, 8.454438], [3.325528, 2.446534, 2.699788], [-1.513517, -0.329180, 0.850028], [-0.719178, 1.089663, 1.550710], [2.946151, 4.752475, -5.630246], [-0.143028, 1.327423, -1.301200], [1.404490, 1.556290, -2.093817], [5.094892, 1.425799, 1.257383], [-7.126333, -6.209418, -3.049896], [4.261849, 2.077895, 4.136237], [7.313237, 0.899264, 2.237393]], "forces_ev_per_a": [[0.057, 0.251, 0.201], [1.623, -0.019, -1.574], [-0.206, -0.780, 0.785], [0.160, 0.131, 0.401], [0.095, -0.080, -0.349], [-0.057, -0.581, -0.301], [-0.094, 0.046, -0.040], [0.091, 0.007, 0.079], [-0.058, -0.107, -0.104], [-1.030, 1.465, 0.203], [0.230, 0.458, -0.153], [-0.286, 0.082, 0.183], [0.703, 0.102, -0.114], [-0.057, 0.095, -0.019], [-0.677, 0.196, 0.136], [-1.171, 0.134, 0.012], [-0.343, 0.708, 1.645], [-0.051, -0.031, 0.037], [-0.544, 0.148, 0.406], [0.089, 0.119, 0.047], [0.040, 0.079, 0.184], [0.191, -0.140, -0.179], [-0.039, 0.001, -0.041], [-0.785, -0.393, -0.825], [0.127, 0.041, -0.022], [0.088, 0.296, -0.235], [0.264, -0.155, 0.026], [-0.043, 0.283, -0.182], [1.368, -1.532, -0.469], [0.065, 0.941, 0.411], [0.031, -1.677, -0.681], [-0.241, 0.860, 0.661], [0.164, -0.028, -0.039], [0.166, -0.031, -0.005], [-0.125, -0.510, -0.077], [-0.065, -0.136, 0.013], [-0.052, -0.015, -0.051], [0.084, 0.293, 0.089], [0.081, 0.020, 0.053], [0.022, -0.039, -0.333], [-0.085, -0.044, 0.329], [-0.053, 0.005, -0.006], [-0.055, -0.144, 0.342], [0.018, -0.085, -0.153], [0.127, -0.149, 0.299], [-0.021, -0.011, 0.005], [0.014, -0.001, 0.028], [-0.003, 0.034, 0.005], [-0.046, 0.001, -0.087], [0.195, -0.161, 0.354], [0.005, -0.013, 0.005], [-0.108, 0.044, 0.003], [0.461, -0.151, -0.231], [-0.189, -0.099, -0.225], [0.081, 0.072, 0.285], [-0.053, 0.026, 0.069], [-0.030, -0.095, -0.060], [-0.018, 0.126, 0.056], [-0.153, -0.145, -0.187], [0.030, 0.424, -0.282], [-0.180, -0.056, 0.135], [-0.003, 0.015, -0.007], [-0.038, 0.042, -0.091], [0.029, 0.025, -0.006], [0.008, -0.021, -0.086], [-0.217, -0.072, 0.087], [0.005, -0.206, 0.114], [0.026, -0.007, 0.003], [0.035, 0.052, -0.096], [0.011, -0.012, -0.037], [-0.014, -0.013, 0.015], [-0.023, 0.100, 0.133], [0.033, 0.041, -0.071], [0.000, -0.006, -0.139], [0.001, 0.001, 0.034], [0.102, -0.029, -0.056], [0.234, 0.125, -0.239], [0.321, 0.021, -0.099], [-0.012, 0.010, 0.000], [-0.312, 0.251, -0.236], [-0.051, -0.068, 0.081], [-0.062, 0.044, 0.078], [-0.018, 0.004, 0.024], [0.005, -0.013, -0.003], [0.230, 0.066, -0.052], [0.023, 0.021, -0.006], [0.138, 0.029, 0.025], [-0.018, -0.067, -0.050], [0.135, -0.092, -0.007], [-0.003, 0.009, 0.013], [-0.102, -0.077, 0.040], [0.002, 0.017, -0.005], [-0.008, 0.007, 0.018], [-0.012, -0.106, 0.042], [-0.028, 0.060, 0.073], [0.035, 0.000, 0.090], [-0.083, 0.035, 0.006], [-0.090, -0.147, -0.133], [-0.050, -0.111, 0.057], [0.018, -0.004, 0.020]], "lowdin_charge": [0.731, 0.902, -0.324, 0.072, 0.172, 0.223, 0.136, 0.158, 0.168, 0.174, 0.097, 0.106, 0.173, 0.141, -0.266, -0.244, -0.426, -0.114, -0.276, -0.245, -0.164, -0.262, -0.108, -0.690, -0.218, -0.166, -0.256, -0.186, -0.359, -0.294, -0.688, -0.148, -0.242, -0.250, -0.211, -0.218, -0.112, -0.262, -0.093, -0.191, -0.260, -0.110, -0.209, -0.095, -0.196, 0.074, 0.071, 0.074, 0.101, 0.052, 0.077, 0.110, 0.116, 0.054, 0.020, 0.112, 0.106, 0.122, 0.077, 0.037, 0.093, 0.074, 0.119, 0.071, 0.106, 0.081, 0.041, 0.072, 0.107, 0.070, 0.068, 0.060, 0.111, 0.068, 0.072, 0.113, 0.028, 0.057, 0.078, 0.098, 0.120, 0.108, 0.071, 0.076, 0.067, 0.070, 0.076, 0.111, 0.085, 0.075, 0.121, 0.070, 0.071, 0.122, 0.094, 0.123, 0.110, 0.071, 0.126, 0.073], "multiplicity": 1, "homo_energy_ev": -8.8, "smiles": "CP(O)[C@@H](C#N)[C@@](Cl)(C#N)CC(N)(N)N.CCCC#N.CCCC#N.CCCC#N.CCCC#N.CCCC#N.CCCC#N", "fmax_ha_per_bohr": 0.0440}


Question: Number 1 is which compound?
Answer: C31H55ClF6N10O5S


Question: Look up the multiplicity of the second one.
Answer: 1